DFT (ωB97M-V with the def2-TZVPD basis set) results for a 14-piece molecular cluster, C15H58N6O14 overall in a non-equilibrium geometry.

Multiplicity: 1
Net charge: 0
ΔE to the lowest compared entry with this formula, charge and spin: 0.601 eV

Geometry (Å):
H1 -2.227 -2.129 2.011
C1 -0.798 3.278 0.225
H2 1.346 1.533 5.406
H3 3.842 -1.629 -2.244
H4 2.152 0.435 -0.966
H5 -5.366 -0.097 0.192
H6 0.901 4.961 -1.581
H7 0.332 -1.289 4.689
H8 3.382 1.649 1.645
O1 0.238 0.522 -3.446
H9 1.752 1.872 3.108
H10 3.748 -1.203 -3.988
H11 -4.402 2.299 1.445
H12 -1.063 -0.445 0.997
H13 -0.848 4.282 -0.057
H14 0.165 1.111 2.911
H15 -1.325 2.611 -0.511
N1 4.090 0.714 -0.367
O2 0.408 3.247 -2.671
H16 -2.768 -0.668 4.248
C2 -0.107 -0.402 -4.375
C3 0.126 -2.977 -1.465
H17 -3.086 1.081 3.796
C4 0.336 -2.019 3.850
C5 3.214 -1.666 -3.143
H18 1.924 -3.030 -2.788
H19 -1.434 2.411 2.183
O3 0.922 -4.147 -1.769
O4 0.796 1.082 4.774
H20 4.812 -1.853 1.687
O5 2.762 -2.988 -3.292
C6 0.592 0.003 0.059
C7 -4.322 1.515 0.631
H21 1.229 -4.466 -0.897
C8 -2.475 0.150 3.638
N2 3.378 2.292 0.831
C9 3.600 1.917 -0.383
N3 1.160 0.563 -1.002
H22 4.518 0.500 -1.253
H23 3.314 -3.199 1.026
O6 -2.425 -0.419 2.412
H24 -0.674 -2.994 -2.041
H25 -3.111 -0.023 1.852
O7 0.562 2.874 0.477
H26 -2.471 3.700 1.555
C10 0.769 1.760 3.586
N4 -0.702 -0.047 0.134
H27 -0.283 -3.007 -0.425
H28 1.566 -1.811 2.371
H29 1.144 2.797 -2.239
C11 -2.956 -0.481 -2.406
H30 -3.197 -0.059 -3.396
H31 -2.433 -1.461 -2.577
H32 -3.045 -4.482 -1.061
H33 0.629 2.040 0.002
C12 -1.426 3.377 1.574
H34 -1.178 -0.501 -4.468
O8 1.529 -2.352 3.183
H35 -0.038 5.249 -3.013
O9 -4.920 0.318 0.972
O10 -2.206 0.589 -2.026
H36 -2.612 1.468 -2.221
C13 3.569 -2.398 0.303
H37 2.762 3.173 0.895
C14 -2.785 -3.295 0.544
H38 -1.119 -3.570 1.677
H39 -1.623 -4.819 -0.099
N5 -2.538 -4.402 -0.114
O11 4.169 -1.434 1.218
H40 -4.904 1.951 -0.178
O12 3.290 2.589 -1.522
C15 0.756 4.651 -2.620
H41 -0.224 -2.876 4.399
H42 -3.319 1.477 0.271
H43 1.589 4.908 -3.308
O13 -3.987 -2.662 0.231
H44 0.656 -2.056 -1.721
N6 -1.978 -3.010 1.501
H45 -0.370 -1.581 3.114
H46 0.011 1.391 -3.783
H47 0.337 -0.225 -5.402
H48 -1.075 4.128 2.215
H49 0.784 0.546 -2.023
H50 4.017 -0.043 0.397
H51 0.321 2.813 3.569
H52 2.370 -1.042 -2.838
H53 4.347 -2.733 -0.354
H54 0.102 -1.459 -4.088
H55 -1.508 0.338 4.057
H56 -1.343 0.277 -0.658
H57 2.801 -1.911 -0.320
O14 1.402 -0.493 1.050
H58 -3.850 -0.587 -1.814


DFT (ωB97M-V with the def2-TZVPD basis set) results for C24H44BMoNP2 as an isolated structure in a non-equilibrium geometry.

Multiplicity: 3
Calculated total energy: -1770.53695 a.u.
Net charge: +2
Expectation value of S²: 2.027

Geometry (Å):
C1 -0.462 -3.742 -6.126
C2 -0.918 -2.997 2.055
P1 0.052 -3.573 -4.374
C3 0.024 1.009 -0.216
H1 -2.269 -3.859 -4.179
H2 0.331 -1.483 -5.364
C4 1.224 -4.964 -4.288
H3 1.669 1.666 -1.432
H4 0.306 -3.292 -6.771
C5 1.811 -2.726 -1.779
C6 3.185 -0.679 -2.270
H5 -1.438 -4.470 -2.707
H6 1.745 -3.494 -0.986
H7 2.965 -2.446 -4.458
H8 -3.477 0.877 2.010
C7 2.711 -0.375 -3.653
H9 0.706 -4.012 3.064
C8 -1.466 -3.654 -3.448
H10 -3.263 -2.164 -4.784
C9 2.315 -1.567 -4.564
H11 -2.254 0.024 2.945
C10 -1.845 0.152 0.871
H12 3.292 -1.773 -0.436
H13 4.042 -0.043 -2.012
H14 1.319 0.807 2.129
H15 -0.190 1.030 3.009
H16 -3.952 -0.883 -3.755
C11 0.518 -1.911 -1.876
C12 0.309 0.405 2.255
Mo1 -2.149 -1.665 -0.424
B1 -0.273 -3.356 3.356
C13 0.825 -1.921 -4.482
H17 -3.557 -3.064 -0.653
H18 3.541 0.152 -4.172
H19 0.622 -1.013 -1.240
C14 -1.050 1.855 -2.388
C15 1.389 1.592 -0.380
H20 0.979 -5.638 -5.131
C16 -3.635 0.956 -0.838
H21 -1.418 1.278 -3.246
H22 -3.400 -0.910 1.941
H23 -4.253 0.081 -1.101
H24 2.138 0.960 0.108
H25 -4.520 -2.929 -2.175
H26 -0.270 -2.556 -1.340
H27 1.122 -5.542 -3.356
N1 -1.443 -2.666 1.047
H28 1.978 -3.262 -2.724
H29 -2.333 -0.641 -4.494
C17 -3.532 -3.166 -1.773
H30 2.467 -1.235 -5.601
H31 0.039 -2.318 3.920
C18 2.819 -1.682 -1.427
H32 -3.295 -4.241 -1.931
P2 -2.207 -2.136 -2.620
C19 -0.427 0.419 0.986
C20 0.216 -1.399 -3.263
H33 -3.630 1.677 -1.662
C21 -1.038 1.076 -1.139
H34 -1.709 2.730 -2.292
C22 -3.021 -1.376 -4.059
H35 -0.534 -4.817 -6.336
C23 -2.800 0.014 2.000
C24 -2.242 0.543 -0.486
H36 1.461 2.598 0.060
H37 -1.098 -3.984 3.988
H38 -4.087 1.461 0.027
H39 -0.108 -0.356 -3.324
H40 2.267 -4.636 -4.438
H41 1.885 0.378 -3.627
H42 -1.433 -3.260 -6.316
H43 0.416 -0.599 2.680
H44 -0.047 2.225 -2.637


DFT (ωB97M-V with the def2-TZVPD basis set) results for C9H15AlB3F4N5O4 as an isolated structure in a non-equilibrium geometry.

Multiplicity: 1
Net charge: +2
ΔE to the lowest compared entry with this formula, charge and spin: 4.473 eV

Geometry (Å):
C1 8.663 5.176 3.463
B1 13.601 4.245 4.443
F1 7.885 9.290 6.932
H1 14.574 12.109 6.373
H2 10.154 5.246 9.267
H3 6.629 5.029 3.197
C2 13.210 5.196 8.439
C3 10.890 6.350 7.669
B2 15.512 12.287 6.877
C4 7.492 5.271 2.519
O1 8.795 7.476 3.644
H4 12.832 5.271 9.452
N1 12.443 5.358 6.237
F2 14.511 3.198 4.393
H5 9.446 6.877 9.363
H6 14.898 12.795 8.226
C5 9.309 3.881 3.869
N2 10.364 4.051 4.793
H7 11.185 6.426 9.674
O2 8.967 7.288 6.763
B3 9.007 8.671 6.639
H8 7.623 4.568 1.692
N3 12.002 7.368 4.172
H9 13.391 4.206 8.143
N4 10.229 6.692 6.592
N5 9.277 6.277 4.016
H10 8.140 2.849 2.532
C6 12.184 5.660 7.446
C7 10.344 6.277 9.028
C8 12.851 8.054 3.937
H11 7.218 6.263 2.096
F3 12.884 4.726 3.477
H12 8.751 1.731 4.127
F4 10.118 9.188 6.128
O3 11.191 3.212 5.093
H13 16.616 12.268 6.855
C9 8.852 2.541 3.321
Al1 11.111 6.034 5.087
H14 9.665 2.014 2.744
H15 14.014 5.865 8.379
O4 13.612 4.759 5.798